Computed, not measured: a structure of composition C35H13Cl88O6 at a distorted geometry, with ωB97M-V/def2-TZVPD.

Summary:
charge = -1
molecular weight = 3649.35 g/mol
F_max = 0.106 hartree/bohr
HOMO-LUMO gap = 6.39 eV
electronic energy = -42289.46453 Ha
highest occupied orbital energy = -5.540 eV

The geometry in XYZ format:
```
142
C35H13Cl88O6, DFT ωB97M-V/def2-TZVPD
C -0.10 1.59 1.43
C 0.17 2.14 0.00
O 0.03 3.28 -0.26
O 0.54 1.30 -1.04
C 1.82 0.66 -0.79
C 1.83 -0.63 -1.71
C 0.85 -1.74 -1.21
C 1.46 -2.75 -0.15
C 2.50 -2.14 0.82
C 3.79 -1.87 0.53
C 4.68 -1.22 1.63
O 5.84 -1.47 1.74
C 3.93 -0.20 2.54
C 4.55 1.13 3.07
O 4.10 1.67 4.08
O 5.49 1.63 2.37
C 2.65 -0.49 2.85
C 2.06 -1.80 2.28
O 1.36 -2.53 2.92
H 0.11 0.48 1.40
H -1.15 1.73 1.76
H 0.65 2.03 2.13
H 2.64 1.36 -1.10
H 1.99 0.42 0.28
H 1.48 -0.27 -2.71
H 2.88 -0.97 -1.85
H -0.05 -1.24 -0.79
H 0.56 -2.35 -2.10
H 1.87 -3.69 -0.61
H 0.60 -3.09 0.48
H 4.15 -2.10 -0.49
H 2.02 0.19 3.46
C -1.11 6.31 -0.33
Cl 0.61 6.00 -0.06
Cl -1.43 8.05 -0.19
Cl -1.58 5.76 -1.95
Cl -2.03 5.42 0.89
C 1.03 -6.87 0.82
Cl -0.53 -7.71 0.90
Cl 0.88 -5.26 1.54
Cl 2.25 -7.80 1.72
Cl 1.55 -6.71 -0.87
C -3.44 9.08 -3.95
Cl -1.71 8.79 -3.74
Cl -3.77 10.82 -3.82
Cl -3.97 8.51 -5.55
Cl -4.34 8.22 -2.69
C -8.26 7.50 -4.20
Cl -8.26 5.76 -3.90
Cl -6.77 7.97 -5.03
Cl -9.66 7.93 -5.21
Cl -8.37 8.37 -2.66
C -4.16 -9.28 1.70
Cl -3.52 -9.65 3.30
Cl -5.62 -10.24 1.40
Cl -4.56 -7.56 1.60
Cl -2.93 -9.67 0.47
C -6.00 4.72 2.10
Cl -7.44 3.69 2.10
Cl -6.35 6.22 2.98
Cl -4.66 3.88 2.90
Cl -5.55 5.11 0.43
C -1.22 10.24 -8.25
Cl -1.21 9.97 -6.50
Cl -2.43 9.18 -9.00
Cl -1.64 11.93 -8.58
Cl 0.38 9.88 -8.92
C -3.93 -12.26 6.39
Cl -4.66 -12.40 4.78
Cl -2.80 -13.61 6.64
Cl -3.06 -10.72 6.51
Cl -5.20 -12.33 7.62
C -1.05 11.84 1.14
Cl 0.67 11.53 1.40
Cl -1.37 13.58 1.29
Cl -1.52 11.29 -0.47
Cl -1.99 10.96 2.36
C -2.22 -5.63 -2.62
Cl -3.06 -5.89 -1.08
Cl -3.40 -5.16 -3.86
Cl -1.03 -4.34 -2.42
Cl -1.41 -7.12 -3.11
C 4.18 8.62 -10.68
Cl 2.71 7.63 -10.72
Cl 3.85 10.15 -9.85
Cl 5.46 7.74 -9.82
Cl 4.71 8.96 -12.34
C -1.35 -0.61 4.49
Cl -1.24 -0.93 6.23
Cl -2.55 -1.69 3.77
Cl -1.82 1.08 4.23
Cl 0.23 -0.89 3.73
C -6.13 -16.27 8.42
Cl -4.89 -15.61 9.50
Cl -7.71 -16.21 9.21
Cl -6.18 -15.30 6.93
Cl -5.73 -17.95 8.02
C -1.47 5.18 4.87
Cl 0.10 5.95 4.58
Cl -1.91 4.21 3.46
Cl -1.35 4.13 6.30
Cl -2.71 6.41 5.14
C 5.37 4.02 -7.47
Cl 7.00 4.70 -7.33
Cl 4.60 3.97 -5.88
Cl 4.41 5.03 -8.57
Cl 5.47 2.37 -8.13
C 3.91 5.15 2.11
Cl 3.90 6.27 0.73
Cl 2.74 3.85 1.82
Cl 5.50 4.45 2.33
Cl 3.44 6.04 3.57
C 6.30 -9.63 1.32
Cl 7.51 -8.36 1.59
Cl 4.67 -8.93 1.39
Cl 6.56 -10.36 -0.27
Cl 6.45 -10.88 2.57
C -4.10 -16.25 2.58
Cl -2.42 -15.70 2.64
Cl -4.81 -16.13 4.20
Cl -5.02 -15.23 1.46
Cl -4.16 -17.93 2.04
C 5.94 -12.30 6.49
Cl 7.14 -11.03 6.75
Cl 4.31 -11.59 6.55
Cl 6.20 -13.03 4.90
Cl 6.09 -13.54 7.74
C 5.96 13.95 -10.61
Cl 4.74 14.07 -9.33
Cl 7.56 14.26 -9.93
Cl 5.91 12.33 -11.32
Cl 5.60 15.15 -11.87
C 3.02 0.43 6.52
Cl 4.62 1.17 6.59
Cl 2.35 0.31 8.16
Cl 1.95 1.42 5.52
Cl 3.14 -1.19 5.81
C -4.31 4.25 -5.03
Cl -5.16 4.19 -3.48
Cl -2.67 4.87 -4.79
Cl -4.23 2.62 -5.72
Cl -5.19 5.32 -6.15
```